# 1
Entry from the Open Molecules 2025 dataset: 2 unconnected molecules or ions with the total composition C3H4NS3 (wB97M-V/def2-TZVPD).

Results
Kohn-Sham gap (alpha / beta) (eV): 5.501 / 5.503
Molecular weight (u): 150.3
Spin multiplicity: 1
Charge: -1
Largest force on an atom (hartree/bohr): 0.0870
HOMO (alpha / beta) (eV): -2.84 / -2.85

Geometry (Å):
C  -1.48  0.57  0.61
C  -1.15  2.68  -0.57
C  1.84  -1.99  -0.13
N  -1.24  1.78  0.19
S  -2.65  -0.42  0.13
S  -1.28  4.05  -1.28
S  1.18  -0.32  0.08
H  2.36  -2.34  0.64
H  1.03  -2.59  -0.19
H  2.35  -1.84  -1.06
H  -0.97  0.42  1.59

=====

# 2
Entry from the Open Molecules 2025 dataset: 2 unconnected molecules or ions with the total composition C5H13N2 (wB97M-V/def2-TZVPD).

Results
Kohn-Sham gap (eV): 10.544
Molecular weight (u): 101.2
Spin multiplicity: 1
Charge: +1
Largest force on an atom (hartree/bohr): 0.0166
HOMO (eV): -13.44

Geometry (Å):
C  1.52  -1.05  1.02
C  2.01  -1.89  0.12
C  2.32  1.04  0.45
N  1.33  0.34  0.80
H  1.16  -1.38  1.99
H  2.35  -1.55  -0.84
H  2.10  -2.95  0.36
H  2.18  2.07  0.14
H  3.34  0.65  0.53
C  -2.37  0.89  0.52
N  -1.34  0.03  -0.10
C  -1.24  0.27  -1.58
H  -2.39  0.73  1.60
H  -2.11  1.93  0.35
H  -3.34  0.66  0.10
H  -1.55  -0.96  0.02
H  -0.38  0.19  0.30
H  -2.15  -0.08  -2.06
H  -0.38  -0.27  -1.97
H  -1.06  1.33  -1.74

=====

Computed energy above the lowest of the compared OMol25 structures with the same formula, charge and spin, in the same sequence as the records: 177.3 227.2 kJ/mol.